Formula: C63H134BF4N7O3
Source: the Open Molecules 2025 dataset
Level of theory: ωB97M-V with the def2-TZVPD basis set

Computed properties:
Orbital gap, eV: 5.9
E, eV: -95559.8849
HOMO energy, Ha: -0.7587
Lowest unoccupied orbital energy, eV: -14.75

```
! wB97M-V def2-TZVPD RIJCOSX def2/J DEFGRID3
* xyz 6 1
C -21.4656 -7.0902 -5.0260
C -20.0348 -7.1594 -5.6382
C -18.9489 -6.3104 -4.9806
C -19.1352 -4.7938 -5.3114
N -17.8858 -3.9833 -4.8902
C -16.6818 -4.1249 -5.7833
C -15.8928 -2.8162 -5.5655
C -16.8116 -1.7802 -5.0138
C -18.1674 -2.4364 -4.9697
C -17.5226 -4.2343 -3.4100
H -21.8785 -8.0867 -5.1723
H -22.1292 -6.3708 -5.5092
H -21.4792 -6.7073 -4.0057
H -20.0103 -7.0516 -6.7239
H -19.7348 -8.2040 -5.5366
H -18.0184 -6.7251 -5.3712
H -18.9895 -6.3889 -3.8947
H -19.8992 -4.3734 -4.6572
H -19.3177 -4.4664 -6.3346
H -16.1545 -5.0057 -5.4200
H -16.9946 -4.1674 -6.8258
H -14.9292 -2.9327 -5.0685
H -15.5127 -2.4669 -6.5275
H -16.4907 -1.5710 -3.9922
H -16.6722 -0.8311 -5.5283
H -18.8210 -2.2364 -4.1223
H -18.6592 -2.2009 -5.9143
H -17.0753 -5.2166 -3.2671
H -18.4369 -4.1581 -2.8227
H -16.8246 -3.4913 -3.0275
C -18.9649 -1.3925 -9.1209
C -18.7464 -0.0678 -8.4057
C -18.7111 1.1876 -9.2924
C -17.7489 1.0219 -10.5043
N -17.6131 2.3999 -11.2286
C -16.6894 2.1504 -12.4559
C -15.4150 2.9325 -12.1646
C -15.7654 3.9907 -11.1906
C -16.8124 3.3133 -10.2875
C -18.8758 3.0960 -11.7225
H -20.0030 -1.3318 -9.4524
H -18.8411 -2.2523 -8.4617
H -18.2811 -1.5998 -9.9440
H -17.7429 -0.1154 -7.9736
H -19.4565 0.0693 -7.5907
H -18.4961 2.0249 -8.6300
H -19.7207 1.2738 -9.6973
H -18.1423 0.3452 -11.2614
H -16.7210 0.7809 -10.2366
H -17.2216 2.4886 -13.3445
H -16.4347 1.1178 -12.6958
H -15.0553 3.2466 -13.1454
H -14.6445 2.2238 -11.8572
H -16.1740 4.8873 -11.6580
H -14.7793 4.3102 -10.8524
H -17.5088 3.9633 -9.7610
H -16.2852 2.6934 -9.5631
H -18.7348 4.0468 -12.2330
H -19.3990 3.3347 -10.7964
H -19.4402 2.3333 -12.2563
C -12.5972 -9.0929 -1.1615
C -12.3887 -10.3214 -2.0527
C -12.7277 -10.1872 -3.5284
C -14.2320 -9.8499 -3.7963
N -14.6119 -9.8260 -5.3063
C -13.7984 -8.7166 -6.1187
C -14.7237 -8.1028 -7.1552
C -16.0159 -8.8526 -6.9832
C -16.0071 -9.2779 -5.5146
C -14.4568 -11.1696 -5.9377
H -13.6502 -8.9615 -0.9028
H -12.2480 -8.2111 -1.6996
H -12.1725 -9.2349 -0.1688
H -12.9638 -11.1308 -1.6005
H -11.3360 -10.5629 -1.9047
H -12.4264 -11.0424 -4.1328
H -12.1487 -9.3441 -3.9119
H -14.5261 -8.8336 -3.5382
H -14.9008 -10.6346 -3.4428
H -12.8813 -9.1555 -6.5083
H -13.5704 -7.9346 -5.3955
H -14.3960 -8.2225 -8.1872
H -14.7935 -7.0449 -6.9040
H -16.0460 -9.6558 -7.7162
H -16.8239 -8.1262 -7.0716
H -16.6779 -10.1108 -5.3001
H -16.2345 -8.5057 -4.7806
H -13.3899 -11.3849 -5.9647
H -14.7679 -11.1213 -6.9802
H -15.0243 -11.9331 -5.4082
C -12.3990 -10.6640 -14.0109
C -13.6411 -11.3899 -13.5221
C -14.8745 -10.4954 -13.2321
C -16.0773 -11.1821 -12.5681
N -17.0400 -10.1903 -11.7845
C -18.2105 -11.0037 -11.2403
C -19.3514 -11.0192 -12.2590
C -18.8759 -10.1175 -13.4017
C -17.7776 -9.2440 -12.7629
C -16.3203 -9.3600 -10.7618
H -11.8699 -11.2903 -14.7276
H -11.7832 -10.5141 -13.1239
H -12.5842 -9.7266 -14.5364
H -13.3843 -11.9973 -12.6531
H -13.8446 -12.1261 -14.3014
H -15.1265 -9.9868 -14.1637
H -14.4325 -9.7287 -12.5927
H -15.6333 -11.7601 -11.7572
H -16.6979 -11.7739 -13.2378
H -18.4715 -10.6090 -10.2582
H -17.8322 -12.0027 -11.0231
H -20.3110 -10.7551 -11.8155
H -19.5233 -12.0147 -12.6675
H -19.7473 -9.5779 -13.7708
H -18.5267 -10.8082 -14.1680
H -18.0910 -8.3773 -12.1799
H -17.1429 -8.8104 -13.5363
H -15.5733 -8.7964 -11.3160
H -15.8685 -10.0680 -10.0686
H -17.0763 -8.6727 -10.3846
C -15.4813 -2.4541 -10.9544
C -14.1348 -3.0995 -10.5638
C -14.3049 -3.5151 -9.0192
C -13.2111 -4.4122 -8.4556
C -13.3498 -5.7486 -9.2237
C -13.1277 -5.5149 -10.7672
N -13.9534 -4.4001 -11.3280
O -14.3507 -4.4348 -12.5819
C -13.5207 -6.7972 -11.4928
C -11.6857 -5.3173 -11.1641
C -12.9081 -2.1613 -10.8154
H -15.4997 -2.2163 -12.0174
H -15.4788 -1.4963 -10.4320
H -16.3419 -3.0073 -10.5799
H -15.2730 -4.0136 -8.9445
H -14.4373 -2.6461 -8.3741
H -13.3762 -4.5659 -7.3875
H -12.2346 -3.9277 -8.4181
H -14.3381 -6.1750 -9.0496
H -12.6974 -6.5263 -8.8260
H -13.0264 -7.6907 -11.1136
H -13.3377 -6.7218 -12.5643
H -14.5955 -6.9707 -11.4175
H -11.1707 -6.0813 -10.5792
H -11.1573 -4.4456 -10.7754
H -11.3730 -5.3683 -12.2058
H -12.8391 -1.6689 -11.7845
H -11.9215 -2.5291 -10.5348
H -12.9599 -1.3601 -10.0752
C -21.1290 -4.4458 -10.3819
C -22.6366 -4.8062 -10.5055
C -22.8383 -5.2871 -12.0108
C -22.5929 -6.7830 -12.1048
C -23.4170 -7.6192 -11.1058
C -22.9438 -7.3814 -9.6309
N -23.0878 -5.8807 -9.4871
O -23.1665 -5.4902 -8.2260
C -21.4322 -7.8319 -9.4786
C -23.8688 -8.0605 -8.6936
C -23.5651 -3.5482 -10.2222
H -20.8018 -4.0324 -9.4264
H -20.8075 -3.6308 -11.0309
H -20.4375 -5.2669 -10.5685
H -22.2313 -4.7711 -12.7530
H -23.8872 -5.1233 -12.2595
H -21.5723 -7.1709 -12.1159
H -22.8939 -7.1387 -13.0927
H -23.3287 -8.6841 -11.3223
H -24.4647 -7.4220 -11.3377
H -21.3975 -8.8904 -9.7415
H -20.9454 -7.6808 -8.5167
H -20.7245 -7.4475 -10.2119
H -24.0410 -9.0722 -9.0643
H -24.8706 -7.6336 -8.6455
H -23.5138 -8.2215 -7.6759
H -23.6029 -3.3278 -9.1572
H -24.5312 -3.6128 -10.7201
H -23.0436 -2.7278 -10.7165
C -19.2244 -7.0769 -16.9435
C -19.0834 -5.7523 -16.1691
C -18.6425 -6.0183 -14.6813
C -18.1749 -4.7327 -14.0680
C -16.9769 -4.1917 -14.8555
C -17.4405 -3.6911 -16.2156
N -18.0290 -4.9245 -16.9244
O -17.9224 -4.9178 -18.2523
C -16.1012 -3.3799 -16.9470
C -18.4465 -2.4432 -16.2319
C -20.4215 -5.0163 -16.2306
H -19.7148 -7.0474 -17.9143
H -19.7764 -7.7747 -16.3113
H -18.2482 -7.5642 -16.9325
H -17.9276 -6.8415 -14.7037
H -19.5275 -6.3812 -14.1572
H -17.7567 -4.8854 -13.0713
H -18.9704 -3.9921 -13.9930
H -16.2725 -5.0199 -14.9413
H -16.4846 -3.3943 -14.2996
H -16.1884 -3.1212 -18.0016
H -15.4792 -4.2756 -16.9572
H -15.5564 -2.5940 -16.4257
H -19.0120 -2.1941 -17.1305
H -18.0494 -1.4733 -15.9332
H -19.2603 -2.6510 -15.5376
H -20.6209 -4.6777 -17.2466
H -20.5545 -4.1556 -15.5736
H -21.2538 -5.5817 -15.8095
B -17.6129 -5.8667 -9.6305
F -18.6024 -6.7657 -9.8319
F -16.8581 -6.1414 -8.4977
F -16.8147 -5.8954 -10.7688
F -18.2398 -4.6087 -9.5094
*
```

=====

Formula: C63H154N10O19
Source: the Open Molecules 2025 dataset
Level of theory: ωB97M-V with the def2-TZVPD basis set

Computed properties:
Orbital gap, eV: 8.4
Energy relative to the best compared isomer or geometry (same formula, charge and spin), kcal/mol: 0.0
E, eV: -121618.1917
HOMO energy, Ha: -0.2889
Lowest unoccupied orbital energy, eV: 0.58

```
! wB97M-V def2-TZVPD RIJCOSX def2/J DEFGRID3
* xyz 0 1
C -9.4496 -0.5272 0.1228
C -8.3044 -0.3171 -0.8917
C -8.3239 1.1453 -1.3137
C -6.9775 -0.5213 -0.1588
C -6.5378 -1.9796 -0.0112
C -6.6604 -2.6834 -1.3527
C -7.9912 -2.5643 -2.0865
C -7.7766 -2.9385 -3.5485
C -9.0285 -3.5151 -1.4884
N -8.3967 -1.1561 -2.0578
O -9.6125 -0.9205 -2.7418
H -10.3623 -0.5741 -0.4884
H -9.3702 -1.4613 0.6714
H -9.6080 0.3489 0.7488
H -9.2858 1.4184 -1.7545
H -8.1737 1.7882 -0.4472
H -7.5539 1.3146 -2.0668
H -6.1355 0.0562 -0.5484
H -7.1277 -0.1577 0.8602
H -5.5051 -2.0213 0.3187
H -7.1559 -2.4730 0.7468
H -6.4916 -3.7569 -1.1998
H -5.8561 -2.3481 -2.0149
H -8.6877 -2.7649 -4.1280
H -7.4833 -3.9780 -3.6728
H -7.0853 -2.2236 -4.0086
H -9.3940 -3.2075 -0.5098
H -8.5769 -4.5008 -1.3054
H -9.8535 -3.7409 -2.1637
H -9.3691 -0.6615 -3.6380
C 3.7963 -3.3554 -0.2345
O 3.8565 -4.6972 -0.4802
C 4.8533 -4.9695 -1.4623
C 5.2061 -6.4186 -1.5479
N 6.1003 -6.9292 -0.4807
C 5.5325 -6.6967 0.8901
C 4.1850 -7.3493 1.1013
O 4.3036 -8.7127 0.7087
C 3.1246 -9.4177 0.9176
H 4.7499 -2.9462 0.1135
H 3.0812 -3.0614 0.5334
H 3.4870 -2.8330 -1.1472
H 5.7506 -4.3422 -1.3667
H 4.4055 -4.7187 -2.4440
H 5.7293 -6.5799 -2.4956
H 4.3037 -7.0467 -1.6217
H 5.9802 -7.9478 -0.5188
H 5.5629 -5.6271 1.0709
H 6.2159 -7.2333 1.5556
H 3.3621 -6.8277 0.5825
H 3.8760 -7.3201 2.1624
H 2.3651 -9.0335 0.2233
H 2.7396 -9.3910 1.9408
H 3.3097 -10.4537 0.6412
C 4.5564 2.6501 -3.7285
O 5.7549 2.9049 -4.3807
C 5.6421 3.0844 -5.7738
C 6.9805 3.5607 -6.2911
N 7.0211 3.4308 -7.7503
C 8.2574 4.0062 -8.3174
C 8.2892 3.6528 -9.8074
O 8.3824 2.2819 -9.9098
C 9.6600 1.7754 -10.0545
H 3.9191 3.5532 -3.7115
H 4.7181 2.3357 -2.7025
H 3.9367 1.9116 -4.2604
H 4.8899 3.8605 -5.9691
H 5.3467 2.1309 -6.2305
H 7.8012 2.9885 -5.8233
H 7.1214 4.6098 -6.0180
H 7.1424 2.4439 -7.9901
H 9.1470 3.6244 -7.7894
H 8.2232 5.0929 -8.1782
H 9.1566 4.1641 -10.2355
H 7.3562 4.0291 -10.2115
H 10.2217 2.2802 -10.8517
H 9.6420 0.7072 -10.2531
H 10.2730 1.8953 -9.1444
C 3.1038 3.7570 0.0926
O 2.7047 2.8494 1.1128
C 1.2864 2.7482 1.2239
C 1.0420 1.9249 2.4531
N -0.3744 1.7426 2.7374
C -0.6478 0.6981 3.7279
C -0.0447 1.0347 5.0620
O -0.4578 0.0990 6.0107
C 0.2051 0.2305 7.2212
H 4.1161 4.0669 0.3604
H 2.5102 4.6763 0.2129
H 3.0565 3.3407 -0.9153
H 0.9459 2.2514 0.3090
H 0.8950 3.7568 1.3950
H 1.4860 2.3885 3.3372
H 1.5126 0.9240 2.3709
H -0.9246 1.4745 1.9093
H -0.4243 -0.3088 3.3370
H -1.7360 0.7180 3.8811
H -0.4005 2.0174 5.3963
H 1.0506 1.0093 4.9854
H 0.1429 1.2755 7.5424
H 1.2639 -0.0745 7.1860
H -0.2461 -0.4882 7.9023
C 1.9483 0.1709 -1.7349
O 0.5917 -0.1289 -1.5112
C 0.3424 -0.5965 -0.1906
C -1.1457 -0.7559 -0.0464
N -1.7799 0.4586 0.4131
C -3.1580 0.1978 0.8813
C -3.8871 1.4720 1.1862
O -5.1207 1.1067 1.7553
C -5.8975 2.2044 2.1789
H 1.9395 0.8377 -2.5977
H 2.5401 -0.7378 -1.8797
H 2.4029 0.7597 -0.9218
H 0.7042 0.1817 0.4845
H 0.8333 -1.5651 -0.0341
H -1.4008 -1.5352 0.6717
H -1.5572 -1.0604 -1.0195
H -1.6597 1.2061 -0.2951
H -3.0224 -0.4478 1.7546
H -3.6571 -0.4662 0.1408
H -4.0407 2.0656 0.2817
H -3.3072 2.0265 1.9403
H -5.3155 2.8087 2.8795
H -6.7909 1.8061 2.6698
H -6.2921 2.7656 1.3178
C -0.4942 -7.8735 1.5314
O -0.8249 -6.6336 0.9473
C 0.2810 -5.8951 0.5745
C -0.0473 -4.4250 0.3804
N -1.0298 -4.0892 -0.6223
C -0.6798 -4.4350 -1.9932
C 0.5001 -3.5944 -2.4472
O 0.7219 -3.8209 -3.8124
C 1.7822 -3.0247 -4.3286
H 0.0611 -7.7291 2.4716
H 0.1373 -8.4482 0.8441
H -1.4199 -8.3751 1.7938
H 0.8135 -6.2752 -0.3141
H 1.0789 -5.8774 1.3425
H 0.8770 -3.9568 0.0272
H -0.1687 -3.9660 1.3655
H -1.9189 -4.5261 -0.4016
H -1.5480 -4.3242 -2.6363
H -0.2941 -5.4618 -2.1124
H 1.3546 -3.9213 -1.8299
H 0.4157 -2.5182 -2.2287
H 2.5694 -2.8632 -3.5827
H 1.3803 -2.0864 -4.7161
H 2.2371 -3.6127 -5.1280
C -0.5896 7.7271 1.6721
O -1.1011 6.6440 2.4302
C -0.1070 6.0336 3.2201
C -0.7068 4.8357 3.9235
N -1.9484 5.1894 4.6043
C -2.7074 4.0220 5.0292
C -4.1581 4.3271 5.3387
O -4.8101 4.7980 4.1608
C -6.1933 4.7588 4.3535
H -1.2586 7.9044 0.8304
H 0.4227 7.5449 1.3017
H -0.6187 8.6122 2.3197
H 0.1730 6.7241 4.0339
H 0.7662 5.7739 2.6138
H 0.0072 4.5025 4.6866
H -0.9149 3.9998 3.2407
H -2.5691 5.7634 4.0446
H -2.3589 3.6539 6.0161
H -2.5920 3.1497 4.3563
H -4.2557 4.9566 6.2306
H -4.6162 3.3700 5.6247
H -6.5189 5.5733 5.0126
H -6.5683 3.7959 4.6980
H -6.6247 5.0405 3.3896
C -5.0012 2.8896 9.4009
O -4.5252 2.5442 8.1245
C -4.9726 1.2747 7.7042
C -3.9018 0.5976 6.8373
N -4.1974 -0.7136 6.3560
C -5.0317 -0.8732 5.2089
C -4.9080 -2.2860 4.6967
O -3.6578 -2.5242 4.1768
C -3.6277 -3.7372 3.4547
H -4.8216 3.9378 9.5942
H -4.5601 2.2112 10.1497
H -6.0755 2.6618 9.5119
H -5.9639 1.3212 7.2304
H -5.0332 0.6032 8.5798
H -2.9947 0.5465 7.4646
H -3.4777 1.2674 6.0746
H -4.3169 -1.3704 7.1077
H -4.6693 -0.1950 4.4289
H -6.0866 -0.5981 5.3679
H -5.7227 -2.4525 3.9751
H -5.1836 -2.9450 5.5404
H -3.7074 -4.5997 4.1378
H -2.6667 -3.8374 2.9515
H -4.4239 -3.8227 2.7097
C -4.5302 0.2185 -3.2152
O -3.7199 1.3543 -3.2258
C -2.3538 1.0454 -3.2756
C -1.5646 2.2479 -2.8280
N -2.0112 2.7213 -1.5291
C -1.4563 4.0552 -1.2934
C -1.8518 4.6330 0.0420
O -3.2693 4.7722 0.0253
C -3.7704 5.1120 1.2893
H -5.5494 0.5488 -3.0012
H -4.2535 -0.4964 -2.4361
H -4.5828 -0.2196 -4.2192
H -1.9877 0.6967 -4.2510
H -2.1817 0.2077 -2.5846
H -1.5417 2.9884 -3.6454
H -0.5207 1.9262 -2.7098
H -3.0289 2.7351 -1.5641
H -1.8497 4.7287 -2.0711
H -0.3769 3.9444 -1.4183
H -1.3797 5.6072 0.1871
H -1.5683 3.9257 0.8386
H -3.3926 4.5007 2.1197
H -4.8563 5.0123 1.3793
H -3.5725 6.1603 1.5605
C 6.0554 0.6564 -0.4724
O 5.9408 -0.1559 -1.6529
C 6.8790 -1.2380 -1.6494
C 8.2887 -0.7297 -1.8450
N 8.3363 -0.1554 -3.1908
C 9.4711 0.7098 -3.4592
C 10.7771 0.0521 -3.0422
O 11.7894 0.9610 -3.3945
C 13.0900 0.6034 -3.0228
H 6.4177 0.1442 0.4198
H 5.0193 0.9435 -0.2575
H 6.6211 1.5529 -0.7322
H 6.6223 -1.9615 -2.4210
H 6.7150 -1.7190 -0.6753
H 8.9950 -1.5600 -1.7789
H 8.5982 0.0492 -1.1275
H 7.4913 0.3815 -3.3555
H 9.4254 1.5918 -2.7927
H 9.5620 1.0388 -4.4871
H 10.9924 -0.8483 -3.6461
H 10.7801 -0.2783 -2.0018
H 13.7025 1.5058 -3.0805
H 13.5170 -0.0230 -3.8215
H 13.1578 0.1541 -2.0337
*
```